Entry 1:
A structure of composition C54H43BCrF4N7O2P, computed with ωB97M-V/def2-TZVPD.

Calculated values
- Multiplicity: 5
- Charge: 0
- <S²>: 6.009
- Max |F|: 0.42 eV Å⁻¹
- E_HOMO (spin up / spin down): -7.7 / -8.1 eV
- Energy: -120490.04402 eV
- HOMO-LUMO gap (spin up / spin down): 7.708 / 8.060 eV

Atoms and positions in Å:
Cr  -0.22  -0.44  0.19
C  -3.78  3.25  2.23
N  -3.26  1.96  1.84
C  -2.18  1.72  1.05
N  -1.97  0.42  0.96
C  -2.93  -0.21  1.68
C  -3.75  0.74  2.25
C  -4.88  0.60  3.18
C  -6.14  1.08  2.86
C  -7.20  0.93  3.74
C  -6.99  0.28  4.96
C  -5.73  -0.20  5.28
C  -4.67  -0.04  4.40
C  -3.01  -1.68  1.67
C  -1.86  -2.43  1.46
C  -1.92  -3.81  1.34
C  -3.14  -4.46  1.45
C  -4.29  -3.72  1.69
C  -4.23  -2.34  1.79
P  -1.21  2.94  0.13
C  0.46  2.54  0.71
N  1.02  1.35  0.64
C  2.30  1.48  1.09
C  2.52  2.79  1.44
N  1.34  3.45  1.19
C  1.08  4.86  1.47
C  3.71  3.41  2.04
C  4.26  2.83  3.18
C  5.40  3.37  3.76
C  5.99  4.50  3.20
C  5.45  5.08  2.06
C  4.31  4.53  1.48
C  3.27  0.36  1.10
C  4.49  0.52  0.46
C  5.40  -0.52  0.41
C  5.08  -1.74  1.02
C  3.87  -1.89  1.68
C  2.97  -0.84  1.73
C  -1.13  2.04  -1.47
N  -0.90  0.75  -1.63
C  -0.82  0.52  -2.97
C  -1.02  1.70  -3.64
N  -1.21  2.66  -2.68
C  -1.49  4.07  -2.91
C  -1.03  1.98  -5.09
C  -0.16  2.93  -5.63
C  -0.16  3.17  -7.00
C  -1.00  2.45  -7.83
C  -1.86  1.50  -7.30
C  -1.87  1.27  -5.93
C  -0.51  -0.82  -3.49
C  -1.03  -1.95  -2.86
C  -0.67  -3.22  -3.27
C  0.22  -3.38  -4.33
C  0.73  -2.26  -4.97
C  0.37  -0.99  -4.56
H  -2.97  3.99  2.19
H  -4.15  3.19  3.24
H  -4.58  3.57  1.57
H  -6.30  1.56  1.90
H  -8.18  1.30  3.48
H  -7.82  0.16  5.65
H  -5.57  -0.70  6.23
H  -3.68  -0.40  4.65
H  -0.86  -2.00  1.47
H  -1.00  -4.36  1.17
H  -3.19  -5.54  1.37
H  -5.25  -4.22  1.78
H  -5.14  -1.77  1.94
H  1.68  5.16  2.32
H  0.03  4.99  1.71
H  1.33  5.48  0.61
H  3.79  1.95  3.61
H  5.82  2.91  4.64
H  6.88  4.92  3.65
H  5.91  5.95  1.62
H  3.90  4.97  0.58
H  4.73  1.47  -0.03
H  6.34  -0.40  -0.10
H  5.78  -2.56  0.97
H  3.62  -2.83  2.15
H  2.03  -0.96  2.25
H  -1.99  4.17  -3.87
H  -0.56  4.65  -2.93
H  -2.13  4.45  -2.13
H  0.52  3.47  -4.99
H  0.52  3.90  -7.41
H  -0.99  2.63  -8.90
H  -2.52  0.93  -7.94
H  -2.54  0.52  -5.51
H  -1.72  -1.83  -2.03
H  -1.06  -4.08  -2.75
H  0.52  -4.37  -4.63
H  1.43  -2.38  -5.78
H  0.81  -0.12  -5.03
O  2.16  -3.53  -1.24
C  1.84  -2.36  -1.13
O  0.92  -1.90  -0.35
C  2.59  -1.32  -1.96
C  3.69  -1.70  -2.71
C  4.35  -0.74  -3.45
C  3.88  0.56  -3.43
C  2.77  0.85  -2.65
N  2.14  -0.07  -1.93
H  4.00  -2.74  -2.68
H  5.22  -1.01  -4.05
H  4.37  1.35  -4.00
H  2.37  1.86  -2.60
F  0.78  0.07  4.86
B  -0.11  -0.61  4.04
F  -1.44  -0.39  4.45
F  0.16  -1.98  3.99
F  0.02  -0.09  2.70



Entry 2:
A structure of composition C54H43N3O6PPbS2, computed with ωB97M-V/def2-TZVPD.

Calculated values
- Charge: +1
- Energy relative to the best compared isomer or geometry (same formula, charge and spin): 0.000 eV
- Max |F|: 0.46 eV Å⁻¹
- E_HOMO: -9.7 eV
- Energy: -109654.47346 eV
- HOMO-LUMO gap: 7.055 eV

Atoms and positions in Å:
Pb  0.61  -0.35  0.13
O  1.62  0.47  -3.76
C  1.46  0.98  -2.67
O  1.81  0.41  -1.54
C  0.83  2.40  -2.61
C  1.09  3.11  -1.29
C  0.49  4.52  -1.26
C  -0.95  4.29  -0.76
C  -0.98  2.77  -0.49
O  0.37  2.43  -0.25
C  -0.70  2.47  -2.94
C  -1.45  0.24  -3.13
O  -1.75  -0.85  -3.45
O  -1.25  0.58  -1.78
H  1.34  2.96  -3.40
H  2.15  3.07  -1.02
H  1.04  5.16  -0.56
H  0.53  5.00  -2.24
H  -1.12  4.81  0.18
H  -1.72  4.60  -1.46
H  -1.53  2.56  0.42
H  -0.95  3.49  -3.24
C  -4.76  1.66  4.68
C  -4.48  0.33  4.42
C  -3.91  -0.04  3.21
C  -3.61  0.91  2.24
C  -3.88  2.25  2.52
C  -4.46  2.62  3.72
P  -2.72  0.49  0.69
C  -3.21  -1.22  0.28
C  -2.57  -2.23  1.01
C  -2.81  -3.57  0.74
C  -3.66  -3.91  -0.30
C  -4.27  -2.92  -1.06
C  -4.05  -1.58  -0.77
C  -3.66  1.51  -0.54
C  -5.04  1.57  -0.40
C  -5.83  2.16  -1.38
C  -5.24  2.59  -2.55
C  -3.85  2.49  -2.75
C  -3.42  2.63  -4.15
C  -2.36  2.08  -4.72
C  -1.19  1.48  -3.99
C  -1.52  2.02  -1.72
C  -3.04  2.07  -1.68
H  -5.22  1.95  5.61
H  -4.73  -0.43  5.15
H  -3.72  -1.09  3.02
H  -3.66  3.01  1.78
H  -4.69  3.67  3.91
H  -1.87  -1.96  1.80
H  -2.32  -4.33  1.32
H  -3.84  -4.96  -0.53
H  -4.92  -3.19  -1.88
H  -4.52  -0.82  -1.38
H  -5.51  1.14  0.47
H  -6.90  2.23  -1.25
H  -5.85  2.95  -3.36
H  -4.15  3.11  -4.80
H  -2.26  2.15  -5.80
H  -0.41  1.19  -4.69
N  1.58  -5.10  0.00
C  0.71  -5.79  -0.88
C  0.65  -7.17  -0.84
C  -0.19  -7.86  -1.72
C  -0.97  -7.16  -2.62
C  -0.92  -5.77  -2.64
C  -0.07  -5.09  -1.78
S  0.02  -3.32  -1.87
N  0.82  -2.93  -0.43
C  1.48  -3.77  0.27
C  2.24  -3.26  1.45
C  2.88  -4.11  2.35
C  3.62  -3.57  3.39
C  3.69  -2.20  3.52
C  3.00  -1.42  2.60
N  2.28  -1.93  1.60
H  2.18  -5.67  0.56
H  1.26  -7.72  -0.13
H  -0.22  -8.94  -1.69
H  -1.62  -7.68  -3.30
H  -1.53  -5.21  -3.34
H  2.80  -5.18  2.26
H  4.12  -4.22  4.09
H  4.26  -1.73  4.30
H  3.00  -0.34  2.68
O  1.42  1.18  2.08
S  0.31  1.40  3.08
C  1.08  1.28  4.69
C  0.29  0.89  5.76
C  0.87  0.80  7.02
C  2.21  1.09  7.18
C  2.99  1.47  6.09
C  2.43  1.56  4.83
C  -0.05  3.15  3.06
C  -1.33  3.55  3.40
C  -1.60  4.91  3.47
C  -0.60  5.83  3.19
C  0.67  5.41  2.83
C  0.96  4.05  2.76
H  -0.76  0.66  5.61
H  0.27  0.50  7.86
H  2.66  1.02  8.16
H  4.04  1.69  6.23
H  3.02  1.84  3.97
H  -2.10  2.82  3.61
H  -2.59  5.25  3.73
H  -0.81  6.89  3.26
H  1.44  6.13  2.61
H  1.93  3.70  2.46



Entry 3:
A structure of composition C54H44BrCl2N5O5P2SSc at a distorted geometry, computed with ωB97M-V/def2-TZVPD.

Calculated values
- Charge: -1
- Energy relative to the best compared isomer or geometry (same formula, charge and spin): 1.519 eV
- Max |F|: 1.42 eV Å⁻¹
- E_HOMO: -4.6 eV
- Energy: -219610.74698 eV
- HOMO-LUMO gap: 6.777 eV

Atoms and positions in Å:
Sc  -0.51  0.24  1.07
N  0.94  -0.62  5.11
C  1.01  -0.50  3.75
S  0.52  -1.85  2.82
N  1.54  0.59  3.28
N  1.41  0.82  1.95
C  2.17  1.74  1.44
C  2.09  2.21  0.09
C  2.94  3.25  -0.29
C  2.93  3.77  -1.56
C  2.04  3.26  -2.50
C  1.17  2.26  -2.15
C  1.16  1.69  -0.86
O  0.34  0.70  -0.59
H  0.33  -1.36  5.44
H  0.88  0.26  5.61
H  2.92  2.21  2.09
H  3.62  3.65  0.45
H  3.61  4.57  -1.83
H  2.02  3.66  -3.50
H  0.45  1.87  -2.86
C  -0.48  -3.58  -2.37
N  -0.04  -2.21  -2.10
P  0.89  -1.89  -0.65
C  1.84  -3.49  -0.65
C  2.62  -3.85  -1.75
C  3.35  -5.02  -1.74
C  3.32  -5.84  -0.62
C  2.54  -5.50  0.47
C  1.81  -4.32  0.46
C  2.31  -0.97  -1.36
C  2.41  -0.57  -2.68
C  3.49  0.18  -3.10
C  4.48  0.54  -2.19
C  4.39  0.13  -0.87
C  3.31  -0.62  -0.46
P  -1.12  -0.90  -2.41
C  -1.66  -1.55  -4.06
C  -2.77  -2.35  -4.30
C  -3.00  -2.90  -5.55
C  -2.12  -2.65  -6.59
C  -1.03  -1.82  -6.38
C  -0.81  -1.27  -5.13
C  -2.63  -1.37  -1.47
C  -2.67  -2.38  -0.52
C  -3.88  -2.77  0.04
C  -5.05  -2.13  -0.33
C  -5.01  -1.08  -1.23
C  -3.81  -0.70  -1.79
H  0.01  -3.95  -3.27
H  -1.56  -3.65  -2.52
H  -0.22  -4.26  -1.55
H  2.64  -3.21  -2.62
H  3.96  -5.28  -2.59
H  3.90  -6.75  -0.61
H  2.51  -6.14  1.34
H  1.22  -4.04  1.32
H  1.63  -0.84  -3.38
H  3.56  0.50  -4.13
H  5.31  1.15  -2.52
H  5.15  0.42  -0.17
H  3.22  -0.94  0.57
H  -3.47  -2.56  -3.50
H  -3.86  -3.53  -5.70
H  -2.29  -3.09  -7.56
H  -0.35  -1.60  -7.19
H  0.04  -0.62  -4.97
H  -1.76  -2.89  -0.21
H  -3.90  -3.58  0.75
H  -6.00  -2.45  0.09
H  -5.92  -0.57  -1.51
H  -3.77  0.12  -2.50
Br  -5.43  7.43  0.89
C  -4.31  5.89  0.87
C  -4.17  5.14  2.02
C  -3.37  4.01  1.99
C  -2.73  3.65  0.82
C  -2.86  4.43  -0.32
C  -3.65  5.56  -0.30
C  -1.86  2.41  0.79
O  -2.36  1.33  0.39
O  -0.70  2.53  1.19
H  -4.70  5.42  2.92
H  -3.24  3.41  2.88
H  -2.34  4.15  -1.23
H  -3.77  6.17  -1.18
Cl  -6.43  1.24  4.63
C  -6.59  2.13  3.16
C  -7.47  3.19  3.13
C  -7.61  3.95  1.98
C  -6.86  3.64  0.86
C  -5.99  2.56  0.89
Cl  -5.10  2.14  -0.54
C  -5.82  1.77  2.04
N  -4.92  0.73  2.11
C  -5.31  -0.53  2.60
C  -6.59  -1.00  2.31
C  -7.01  -2.23  2.77
C  -6.15  -3.03  3.49
C  -4.88  -2.56  3.80
C  -4.45  -1.31  3.39
C  -3.15  -0.76  3.88
C  -2.18  -0.33  2.79
O  -1.43  0.64  3.02
O  -2.10  -0.98  1.72
H  -8.03  3.43  4.02
H  -8.29  4.78  1.96
H  -6.95  4.22  -0.04
H  -4.15  0.74  1.44
H  -7.25  -0.37  1.73
H  -8.01  -2.57  2.55
H  -6.46  -4.01  3.83
H  -4.21  -3.17  4.38
H  -2.63  -1.52  4.47
H  -3.33  0.11  4.51



Entry 4:
A structure of composition C54H44N6PSTi at a distorted geometry, computed with ωB97M-V/def2-TZVPD.

Calculated values
- Charge: +3
- Max |F|: 2.42 eV Å⁻¹
- E_HOMO (spin up / spin down): -15.3 / -15.3 eV
- Energy: -108871.18951 eV
- HOMO-LUMO gap (spin up / spin down): 5.517 / 5.510 eV

Atoms and positions in Å:
Ti  -0.05  0.66  0.38
C  0.80  -2.30  -4.04
N  0.57  -1.06  -3.28
C  0.18  -1.00  -2.00
N  0.11  0.29  -1.63
C  0.44  1.07  -2.73
C  0.75  0.22  -3.76
C  1.24  0.46  -5.13
C  2.50  1.02  -5.33
C  2.97  1.24  -6.61
C  2.18  0.92  -7.71
C  0.92  0.37  -7.52
C  0.44  0.14  -6.24
C  0.28  2.54  -2.75
C  0.44  3.28  -3.93
C  0.23  4.65  -3.94
C  -0.15  5.32  -2.78
C  -0.34  4.60  -1.61
C  -0.12  3.23  -1.62
P  -0.42  -2.43  -1.05
C  0.59  -2.20  0.45
N  0.59  -1.08  1.18
C  1.26  -1.34  2.37
C  1.69  -2.64  2.32
N  1.25  -3.15  1.11
C  1.50  -4.51  0.61
C  2.49  -3.45  3.26
C  3.84  -3.16  3.44
C  4.61  -3.93  4.30
C  4.03  -4.99  4.98
C  2.68  -5.28  4.81
C  1.91  -4.52  3.94
C  1.25  -0.35  3.46
C  1.99  -0.50  4.63
C  1.91  0.46  5.63
C  1.10  1.58  5.49
C  0.35  1.74  4.33
C  0.44  0.77  3.35
C  -1.89  -1.56  -0.38
N  -1.81  -0.36  0.19
C  -3.08  0.00  0.60
C  -3.94  -1.01  0.26
N  -3.15  -1.98  -0.35
C  -3.66  -3.24  -0.91
C  -5.40  -1.14  0.37
C  -6.22  -0.27  -0.34
C  -7.60  -0.39  -0.26
C  -8.17  -1.40  0.52
C  -7.35  -2.27  1.22
C  -5.97  -2.15  1.15
C  -3.29  1.27  1.31
C  -2.26  2.20  1.39
C  -2.37  3.43  2.02
C  -3.59  3.75  2.60
C  -4.63  2.84  2.56
C  -4.49  1.61  1.92
H  1.33  -3.02  -3.42
H  1.40  -2.07  -4.91
H  -0.15  -2.73  -4.37
H  3.11  1.27  -4.47
H  3.95  1.67  -6.76
H  2.54  1.10  -8.71
H  0.30  0.12  -8.37
H  -0.55  -0.27  -6.09
H  0.73  2.79  -4.85
H  0.36  5.20  -4.86
H  -0.32  6.39  -2.79
H  -0.65  5.10  -0.70
H  -0.26  2.71  -0.68
H  2.30  -4.95  1.20
H  1.80  -4.48  -0.43
H  0.61  -5.13  0.72
H  4.29  -2.33  2.89
H  5.66  -3.70  4.43
H  4.63  -5.59  5.66
H  2.23  -6.11  5.35
H  0.86  -4.74  3.82
H  2.62  -1.37  4.77
H  2.49  0.32  6.54
H  1.05  2.32  6.28
H  -0.30  2.59  4.21
H  -0.19  0.91  2.47
H  -4.62  -3.05  -1.38
H  -3.79  -3.99  -0.13
H  -2.96  -3.61  -1.66
H  -5.78  0.51  -0.95
H  -8.24  0.29  -0.81
H  -9.24  -1.50  0.58
H  -7.79  -3.05  1.84
H  -5.34  -2.82  1.73
H  -1.30  2.01  0.91
H  -1.54  4.12  2.05
H  -3.71  4.71  3.09
H  -5.58  3.08  3.03
H  -5.32  0.92  1.91
S  1.90  1.73  0.60
C  3.56  2.18  0.37
C  4.49  1.82  1.35
C  5.81  2.18  1.17
C  6.18  2.90  0.03
C  5.24  3.26  -0.92
C  3.91  2.91  -0.76
H  4.18  1.28  2.24
H  6.55  1.91  1.91
H  7.22  3.19  -0.10
H  5.54  3.84  -1.79
H  3.16  3.19  -1.49